[1]
# C26H20ClDyN4O5Se2Te2

A molecular structure, C26H20ClDyN4O5Se2Te2 (ωB97M-V/def2-TZVPD, the Open Molecules 2025 dataset).

Geometry (Å):
1 Dy -0.202 -1.190 0.660
2 O 3.625 1.775 2.190
3 C 3.810 2.341 0.958
4 C 5.039 2.922 0.687
5 C 5.302 3.526 -0.588
6 C 4.183 3.719 -1.425
7 C 2.989 3.051 -1.165
8 C 2.816 2.329 0.008
9 C 1.495 1.591 0.234
10 O 1.436 0.630 1.117
11 N 0.536 1.886 -0.602
12 N -0.543 1.086 -0.393
13 C -1.580 1.430 -1.090
14 C -2.849 0.688 -1.066
15 C -3.802 1.200 -1.962
16 C -5.099 0.689 -2.058
17 C -5.456 -0.325 -1.144
18 C -4.526 -0.860 -0.296
19 C -3.226 -0.356 -0.186
20 O -2.376 -0.752 0.758
21 H 2.891 1.182 2.126
22 H 5.796 2.768 1.357
23 H 6.253 3.875 -0.899
24 H 4.347 4.383 -2.263
25 H 2.183 3.188 -1.871
26 H -1.562 2.378 -1.657
27 H -3.520 1.985 -2.598
28 H -5.743 0.905 -2.869
29 H -6.417 -0.810 -1.215
30 H -4.787 -1.702 0.334
31 Se -1.673 -3.902 1.269
32 Te -0.549 -5.473 2.848
33 Te 1.601 -4.144 3.915
34 Se 2.073 -2.778 1.995
35 Cl 0.923 1.132 -7.612
36 C 0.856 0.391 -6.025
37 C 1.998 0.540 -5.215
38 C 1.888 -0.063 -3.933
39 C 0.736 -0.718 -3.498
40 C -0.359 -0.755 -4.371
41 C -0.322 -0.194 -5.644
42 C 0.427 -1.119 -2.056
43 O 1.224 -0.796 -1.170
44 O -0.715 -1.619 -1.908
45 H 2.961 0.954 -5.568
46 H 2.694 0.075 -3.276
47 H -1.302 -1.201 -3.986
48 H -1.210 -0.287 -6.279
49 N -1.195 -2.642 6.958
50 C -1.065 -2.029 5.685
51 C -2.091 -2.102 4.775
52 C -1.855 -1.581 3.540
53 N -0.784 -0.829 3.166
54 C 0.171 -0.762 4.097
55 C 0.094 -1.299 5.376
56 H -1.693 -3.522 6.839
57 H -0.319 -2.745 7.433
58 H -2.952 -2.764 4.937
59 H -2.606 -1.699 2.765
60 H 1.046 -0.209 3.854
61 H 0.984 -1.393 6.007

Results
2S+1: 6
Total charge: -2
Relative energy (zero: lowest compared OMol25 entry of this formula, charge and spin) (eV): 1.789
E_LUMO (alpha / beta) (Eh): 0.1422 / 0.1422
Highest occupied orbital energy (alpha / beta) (eV): -1.0 / -1.0
Electronic energy (eV): -225376.047
Expectation value of S²: 8.818

[2]
# C26H20N5O5Ti

A molecular structure, C26H20N5O5Ti (ωB97M-V/def2-TZVPD, the Open Molecules 2025 dataset).

Geometry (Å):
1 Ti -0.225 -0.416 0.073
2 C -2.601 2.814 0.781
3 C -1.620 3.800 0.607
4 C -0.298 3.456 0.794
5 C 0.056 2.135 1.133
6 N -0.905 1.129 1.077
7 C -2.205 1.514 0.987
8 N 1.288 1.919 1.596
9 C 1.690 0.687 1.887
10 N 1.034 -0.436 1.500
11 C 1.662 -1.550 1.958
12 N 1.233 -2.774 1.696
13 C 0.017 -2.959 1.156
14 C -0.279 -4.236 0.635
15 C -1.552 -4.536 0.213
16 C -2.557 -3.573 0.366
17 C -2.210 -2.329 0.833
18 N -0.954 -1.975 1.178
19 C 2.818 -1.134 2.711
20 C 3.793 -1.816 3.426
21 C 4.791 -1.087 4.042
22 C 4.792 0.312 4.012
23 C 3.799 1.009 3.355
24 C 2.830 0.291 2.669
25 H -3.649 3.073 0.751
26 H -1.899 4.814 0.366
27 H 0.499 4.181 0.721
28 H -2.942 0.719 1.113
29 H 0.536 -4.939 0.551
30 H -1.782 -5.501 -0.214
31 H -3.579 -3.792 0.097
32 H -2.973 -1.562 0.982
33 H 3.759 -2.892 3.496
34 H 5.584 -1.599 4.573
35 H 5.579 0.852 4.522
36 H 3.757 2.088 3.371
37 O 2.041 -1.038 -2.877
38 C 1.282 -0.280 -2.303
39 O 1.278 -0.022 -1.051
40 C 0.244 0.529 -3.148
41 C -0.247 1.738 -2.344
42 C -1.103 2.655 -3.238
43 C -2.438 1.891 -3.263
44 C -2.050 0.616 -2.500
45 O -1.208 1.134 -1.478
46 C -1.079 -0.259 -3.317
47 C -1.015 -1.645 -2.606
48 O -1.193 -2.661 -3.252
49 O -0.853 -1.564 -1.346
50 H 0.700 0.780 -4.109
51 H 0.529 2.246 -1.770
52 H -0.672 2.764 -4.231
53 H -1.211 3.642 -2.791
54 H -2.812 1.692 -4.264
55 H -3.203 2.426 -2.699
56 H -2.895 0.064 -2.071
57 H -1.378 -0.398 -4.359

Results
2S+1: 1
Total charge: -1
Relative energy (zero: lowest compared OMol25 entry of this formula, charge and spin) (eV): 1.515
E_LUMO (alpha / beta) (Eh): 0.0920 / 0.0918
Highest occupied orbital energy (alpha / beta) (eV): -2.4 / -2.4
Electronic energy (eV): -68094.640

[3]
# C26H21AgN3O3S

A molecular structure, C26H21AgN3O3S (ωB97M-V/def2-TZVPD, the Open Molecules 2025 dataset).

Geometry (Å):
1 Ag 1.921 1.301 -1.931
2 O 2.079 1.562 3.639
3 C 2.946 0.557 3.452
4 C 3.464 -0.091 4.574
5 C 4.377 -1.118 4.442
6 C 4.791 -1.520 3.184
7 C 4.260 -0.908 2.065
8 C 3.339 0.128 2.170
9 C 2.754 0.704 0.925
10 O 3.025 0.159 -0.184
11 N 1.908 1.690 1.140
12 N 1.350 2.308 0.056
13 C 0.117 2.663 0.198
14 C -0.715 3.246 -0.811
15 C -2.025 3.574 -0.433
16 C -2.973 4.019 -1.325
17 C -2.622 4.146 -2.667
18 C -1.355 3.837 -3.081
19 C -0.335 3.379 -2.197
20 O 0.824 3.125 -2.668
21 H 1.822 1.865 2.698
22 H 3.127 0.229 5.549
23 H 4.775 -1.604 5.324
24 H 5.522 -2.309 3.081
25 H 4.553 -1.225 1.077
26 H -0.376 2.457 1.160
27 H -2.295 3.442 0.610
28 H -3.979 4.239 -0.992
29 H -3.362 4.486 -3.383
30 H -1.088 3.921 -4.126
31 N 0.691 -0.711 -2.256
32 S -0.135 -0.485 -0.950
33 C -0.102 -2.068 -0.042
34 C 1.104 -2.746 -0.058
35 C 1.199 -3.991 0.539
36 C 0.090 -4.537 1.168
37 C -1.104 -3.836 1.212
38 C -1.204 -2.590 0.616
39 C -1.881 -0.637 -1.469
40 C -2.723 0.438 -1.251
41 C -4.002 0.431 -1.783
42 C -4.441 -0.657 -2.518
43 C -3.591 -1.731 -2.738
44 C -2.310 -1.720 -2.219
45 H 0.460 -1.560 -2.760
46 H 1.945 -2.281 -0.552
47 H 2.128 -4.542 0.509
48 H 0.159 -5.510 1.633
49 H -1.964 -4.270 1.706
50 H -2.138 -2.046 0.643
51 H -2.364 1.285 -0.689
52 H -4.640 1.291 -1.638
53 H -5.442 -0.669 -2.925
54 H -3.920 -2.570 -3.333
55 H -1.643 -2.553 -2.392

Results
2S+1: 1
Total charge: -1
Relative energy (zero: lowest compared OMol25 entry of this formula, charge and spin) (eV): 0.000
E_LUMO (Eh): 0.0921
Highest occupied orbital energy (eV): -3.9
Electronic energy (eV): -52750.127

[4]
# C26H21AlClNS4

A molecular structure, C26H21AlClNS4 (ωB97M-V/def2-TZVPD, the Open Molecules 2025 dataset).

Geometry (Å):
1 Al 0.735 0.387 0.517
2 S 0.746 2.725 1.117
3 C 1.710 3.448 -0.195
4 C 2.485 4.622 0.067
5 C 3.107 5.255 -0.973
6 C 2.957 4.832 -2.299
7 C 2.171 3.751 -2.541
8 C 1.606 3.045 -1.484
9 S 0.748 1.521 -1.922
10 C -1.017 1.966 -1.644
11 C -1.861 1.159 -0.611
12 C -3.251 1.031 -0.784
13 C -3.996 0.414 0.166
14 C -3.382 -0.121 1.307
15 C -2.010 -0.019 1.427
16 C -1.268 -0.808 2.427
17 S 0.295 -0.016 2.966
18 C 1.404 -1.408 2.849
19 C 1.200 -2.448 3.736
20 C 2.027 -3.523 3.728
21 C 3.109 -3.553 2.854
22 C 3.419 -2.468 2.102
23 C 2.575 -1.328 2.086
24 S 2.971 -0.029 1.078
25 N -1.322 0.595 0.467
26 H 2.569 4.972 1.100
27 H 3.730 6.164 -0.800
28 H 3.515 5.322 -3.094
29 H 2.058 3.375 -3.581
30 H -1.115 3.021 -1.463
31 H -1.462 1.724 -2.586
32 H -3.599 1.343 -1.767
33 H -5.019 0.326 -0.033
34 H -3.883 -0.699 2.028
35 H -1.903 -0.957 3.307
36 H -0.933 -1.762 2.065
37 H 0.365 -2.413 4.422
38 H 1.901 -4.384 4.440
39 H 3.598 -4.464 2.829
40 H 4.334 -2.440 1.410
41 Cl -4.145 -2.460 -4.050
42 C -2.817 -2.207 -2.878
43 C -2.901 -2.603 -1.577
44 C -1.830 -2.523 -0.755
45 C -0.622 -1.804 -1.119
46 C 0.529 -1.547 -0.209
47 C -0.596 -1.330 -2.442
48 C -1.669 -1.585 -3.307
49 H -3.759 -3.271 -1.385
50 H -1.935 -2.891 0.264
51 H 1.437 -1.764 -0.732
52 H 0.399 -2.203 0.618
53 H 0.262 -0.941 -2.901
54 H -1.667 -1.029 -4.242

Results
2S+1: 1
Total charge: 0
E_LUMO (Eh): -0.0029
Highest occupied orbital energy (eV): -7.4
Electronic energy (eV): -91256.081